# 1
Entry from the OMol25 dataset: an isolated molecule of C16H13F3N6O2 (wB97M-V/def2-TZVPD).

Each line ends with the Löwdin charge.
Cartesian coordinates (Å):
O 2.651 -0.874 2.251  0.04
F -5.237 1.214 -2.758  0.10
F -5.064 1.701 -0.594  0.19
F -6.062 -0.012 -1.192  0.16
N 4.081 2.146 5.193  0.01
N 4.836 1.151 5.165  0.03
N 0.551 1.435 -0.094  0.18
O -3.644 0.230 -1.325  0.12
C 2.585 0.370 2.470  -0.38
C 3.153 2.061 4.100  -0.01
C 3.357 0.861 3.473  -0.20
C -0.201 0.950 -1.123  -0.32
C 0.702 0.671 0.962  -0.33
C 0.214 -0.623 1.036  0.01
C -3.279 -1.918 -4.307  -0.05
C -1.903 -1.968 -4.351  -0.10
C -3.962 -1.213 -3.226  0.01
C -0.515 -1.107 -0.061  0.04
C -1.098 -1.410 -3.333  0.00
C -3.159 -0.614 -2.307  -0.20
C -0.874 -0.232 -1.115  -0.13
C -1.730 -0.739 -2.254  -0.09
N -0.281 1.862 -2.161  0.15
N 1.713 1.148 1.759  0.16
N 4.447 0.409 4.114  -0.11
C -4.965 0.723 -1.465  -0.59
C 5.089 -0.902 3.914  0.00
H 2.429 2.774 3.833  0.09
H 0.492 -1.300 1.859  0.12
H -3.903 -2.362 -5.104  0.11
H -1.537 -2.566 -5.139  0.09
H -4.994 -0.993 -3.287  0.10
H -0.926 -2.046 -0.021  0.09
H 0.002 -1.448 -3.383  0.13
H 0.346 2.609 -2.110  0.07
H -0.807 1.530 -2.967  0.10
H 1.550 2.113 1.952  0.14
H 5.677 -0.871 2.956  0.11
H 5.829 -1.020 4.657  0.06
H 4.438 -1.741 3.985  0.08

## Properties
Total charge: 0
Max |F| (eV/Å): 6.96
Energy relative to the best compared isomer or geometry (same formula, charge and spin) (kJ/mol): 160.6
E_tot (eV): -37989.408
SMILES: Cn1nncc1C(=O)Nc1ccc(-c2ccccc2OC(F)(F)F)c(N)n1

=====

# 2
Entry from the OMol25 dataset: a structure of composition C4H9N2O2 (wB97M-V/def2-TZVPD).

Each line ends with the Löwdin charge.
Cartesian coordinates (Å):
O 1.825 -0.175 -0.720  0.04
C 1.028 0.049 0.161  -0.59
N 0.262 1.214 0.538  0.07
C 0.170 2.274 -0.657  -0.53
O -0.315 3.418 -0.251  -0.33
C 0.506 -1.106 1.052  -0.19
N -0.922 -1.366 0.809  -0.12
C -1.180 -1.519 -0.613  -0.14
H 1.323 1.225 0.823  0.13
H 1.183 2.353 -1.086  0.08
H -0.548 1.747 -1.325  0.08
H 1.031 -2.062 0.974  0.10
H 0.599 -0.786 2.093  0.11
H -1.354 -0.557 1.224  0.08
H -1.201 -0.590 -1.153  0.06
H -0.323 -2.053 -1.030  0.08
H -2.084 -2.064 -0.841  0.06

## Properties
Total charge: -1
Max |F| (eV/Å): 4.16
Energy relative to the best compared isomer or geometry (same formula, charge and spin) (kJ/mol): 405.3
E_tot (eV): -11366.965

=====

Number 1: HOMO level -8.33 eV. Number 2: HOMO level -2.79 eV.